No. 1
Entry from the OMol25 dataset: C41H40N12O2Sr as an isolated structure (ωB97M-V/def2-TZVPD).

The geometry in ORCA input format:
```
! wB97M-V def2-TZVPD RIJCOSX def2/J DEFGRID3
* xyz 2 1
Sr -0.20 0.32 -0.27
C 4.22 2.25 -0.29
C 2.90 1.99 -0.67
N 2.39 0.77 -0.60
C 3.18 -0.21 -0.17
C 4.48 0.07 0.26
N 4.99 1.29 0.20
C 2.64 -1.60 -0.18
C 3.49 -2.69 -0.21
C 2.96 -3.98 -0.23
C 1.57 -4.10 -0.23
C 0.78 -2.96 -0.24
N 1.31 -1.74 -0.20
C -0.72 -3.08 -0.25
C -1.36 -4.30 -0.42
N -2.68 -4.43 -0.37
C -3.38 -3.33 -0.15
C -2.77 -2.09 -0.02
N -1.45 -1.97 -0.08
C 3.83 -5.17 -0.25
C 5.06 -5.18 0.41
C 5.84 -6.32 0.36
N 5.49 -7.42 -0.30
C 4.32 -7.41 -0.93
C 3.46 -6.32 -0.94
H 4.63 3.24 -0.37
H 2.26 2.78 -1.05
H 5.11 -0.70 0.68
H 4.56 -2.55 -0.26
H 1.13 -5.09 -0.21
H -0.80 -5.21 -0.62
H -4.46 -3.43 -0.08
H -3.36 -1.20 0.15
H 5.40 -4.33 0.99
H 6.79 -6.35 0.87
H 4.06 -8.32 -1.47
H 2.54 -6.38 -1.50
C 0.14 -1.68 -3.31
N -0.55 -0.46 -2.88
C -1.96 -0.55 -3.27
C 0.10 0.67 -3.57
C -0.50 2.03 -3.28
C -0.68 2.87 -4.38
C -1.10 4.18 -4.22
C -1.35 4.64 -2.94
C -1.22 3.76 -1.86
C -0.79 2.42 -1.95
H 0.10 -1.81 -4.40
H -0.33 -2.56 -2.86
H 1.19 -1.65 -3.01
H -2.08 -0.68 -4.35
H -2.47 0.36 -2.97
H -2.42 -1.40 -2.77
H 0.11 0.49 -4.65
H 1.15 0.67 -3.25
H -0.46 2.50 -5.38
H -1.20 4.84 -5.08
H -1.62 5.68 -2.77
H -1.44 4.18 -0.87
O 0.38 3.51 7.38
N -0.14 3.74 6.31
O -0.71 4.77 6.00
C -0.10 2.67 5.29
C -0.17 1.41 5.75
C -0.21 0.31 4.82
C -0.26 -1.02 5.26
C -0.29 -2.02 4.32
C -0.27 -1.66 2.97
N -0.23 -0.42 2.52
C -0.19 0.57 3.44
C -0.08 1.94 2.98
N -0.01 2.13 1.64
C 0.20 3.35 1.20
C 0.32 4.47 2.04
C 0.20 4.30 3.39
C -0.01 3.00 3.90
H -0.20 1.22 6.81
H -0.28 -1.24 6.32
H -0.32 -3.06 4.60
H -0.29 -2.44 2.22
H 0.27 3.46 0.12
H 0.50 5.44 1.61
H 0.27 5.14 4.06
N -4.29 4.30 -1.80
C -5.00 3.08 -1.30
C -4.14 2.31 -0.30
N -4.70 1.03 0.07
H -4.81 4.76 -2.56
H -3.33 4.08 -2.16
H -4.16 4.99 -1.06
H -5.21 2.47 -2.18
H -5.95 3.41 -0.88
H -3.97 2.90 0.61
H -3.15 2.14 -0.75
H -5.01 0.50 -0.74
H -5.50 1.13 0.69
*
```

Summary:
Calculated total energy   -65965.1689 eV
E_LUMO   -5.4437 eV
HOMO energy   -0.4620 Eh
ΔE to the lowest compared entry with this formula, charge and spin   18.02 kcal per mole
HOMO-LUMO gap   7.13 eV

***

No. 2
Entry from the OMol25 dataset: C5H6INO in the gas phase (ωB97M-V/def2-TZVPD).

The geometry in ORCA input format:
```
! wB97M-V def2-TZVPD RIJCOSX def2/J DEFGRID3
* xyz 0 1
C 1.17 1.29 -1.02
C -0.11 0.99 -0.34
I -1.79 0.86 -1.61
C -0.33 0.91 0.97
O -1.50 0.22 1.47
C -1.26 -1.12 1.29
C -0.47 -1.64 0.42
N 0.51 -2.13 -0.11
H 1.99 1.43 -0.33
H 1.53 0.41 -1.61
H 1.18 2.09 -1.75
H 0.38 0.97 1.74
H -1.75 -1.94 2.01
H 0.46 -2.33 -1.14
*
```

Summary:
Calculated total energy   -16916.7973 eV
E_LUMO   0.4098 eV
HOMO energy   -0.3089 Eh
ΔE to the lowest compared entry with this formula, charge and spin   77.78 kcal per mole
SMILES string   C/C(I)=C/OC=C=N
HOMO-LUMO gap   8.81 eV

***

No. 3
Entry from the OMol25 dataset: C4H7N3 in the gas phase (ωB97M-V/def2-TZVPD).

The geometry in ORCA input format:
```
! wB97M-V def2-TZVPD RIJCOSX def2/J DEFGRID3
* xyz 0 1
C 2.40 -0.06 0.17
N 1.16 0.48 -0.38
C -0.12 0.42 0.02
C -0.84 -0.21 1.00
C -1.96 -0.61 0.22
N -2.23 0.16 -0.84
N -1.29 0.98 -1.26
H 2.23 -0.98 0.74
H 3.10 -0.29 -0.64
H 2.89 0.67 0.83
H 1.22 1.00 -1.23
H -0.80 -0.30 2.10
H -2.52 -1.52 0.32
H -3.23 0.25 -1.05
*
```

Summary:
Calculated total energy   -8727.1667 eV
E_LUMO (spin up / spin down)   1.0012 / 1.0012 eV
HOMO energy (spin up / spin down)   -0.2453 / -0.2455 Eh
ΔE to the lowest compared entry with this formula, charge and spin   104.06 kcal per mole
SMILES string   CNc1cc[nH]n1
HOMO-LUMO gap (spin up / spin down)   7.68 / 7.68 eV

***

No. 4
Entry from the OMol25 dataset: an isolated ion of composition C16H31BN3O3S2 and charge +1 (ωB97M-V/def2-TZVPD).

The geometry in ORCA input format:
```
! wB97M-V def2-TZVPD RIJCOSX def2/J DEFGRID3
* xyz 1 1
C 2.10 -4.46 0.84
C 0.68 -4.52 0.05
C 0.02 -3.05 -0.01
O 0.04 -2.43 -1.32
C 1.37 -2.14 -1.77
N 2.04 -1.02 -1.04
C 1.30 -0.01 -0.32
C 2.21 1.01 0.39
C 1.78 2.24 1.32
C 0.86 1.85 2.57
C -0.50 1.09 2.20
S -1.57 1.97 0.96
C -3.31 1.31 1.05
S -3.89 0.73 2.52
N -4.16 1.34 -0.16
C -5.08 2.53 0.02
C -5.78 2.89 -1.40
C -4.94 0.08 -0.34
C -4.89 -0.33 -1.92
N 3.51 0.51 -0.03
B 4.84 1.16 0.35
O 5.62 0.45 1.32
O 5.23 2.43 -0.24
C 6.21 2.13 -1.30
C 3.42 -0.68 -0.86
H 2.66 -5.45 0.68
H 2.79 -3.63 0.40
H 1.98 -4.30 1.96
H 0.82 -4.89 -1.02
H -0.04 -5.19 0.64
H 0.57 -2.40 0.77
H -1.08 -3.09 0.32
H 2.08 -3.04 -1.78
H 1.27 -1.80 -2.87
H 0.15 -0.03 -0.30
H 2.77 2.67 1.76
H 1.30 3.08 0.71
H 1.41 1.21 3.34
H 0.56 2.83 3.11
H -0.30 0.00 1.88
H -1.12 1.02 3.17
H -5.85 2.37 0.85
H -4.46 3.46 0.34
H -5.01 2.75 -2.24
H -6.67 2.19 -1.54
H -6.21 3.96 -1.37
H -6.02 0.16 0.04
H -4.48 -0.82 0.21
H -5.89 -0.72 -2.30
H -4.04 -1.11 -2.01
H -4.58 0.55 -2.59
H 6.54 0.30 1.00
H 5.83 1.34 -2.04
H 6.50 3.07 -1.89
H 7.12 1.67 -0.76
H 4.31 -1.24 -1.32
*
```

Summary:
Calculated total energy   -50044.8494 eV
E_LUMO   -3.3845 eV
HOMO energy   -0.3970 Eh
SMILES string   CCCOC[n+]1cc(CCCSC(=S)N(CC)CC)n(B(O)OC)c1
HOMO-LUMO gap   7.42 eV

***

No. 5
Entry from the OMol25 dataset: C4H9N3O in the gas phase (ωB97M-V/def2-TZVPD).

The geometry in ORCA input format:
```
! wB97M-V def2-TZVPD RIJCOSX def2/J DEFGRID3
* xyz 0 1
N -1.81 0.02 -1.15
C -0.74 0.83 -0.62
O 0.52 0.67 -1.39
C 1.22 0.15 -0.27
N 1.92 -1.09 -0.46
C 1.23 0.87 1.04
C -0.05 0.24 0.57
N -0.58 -0.95 1.26
H -2.67 0.04 -0.61
H -2.02 0.25 -2.12
H -0.98 1.89 -0.54
H 1.79 -1.39 -1.43
H 1.47 -1.80 0.12
H 1.75 0.41 1.86
H 1.31 1.95 1.01
H -1.11 -0.68 2.09
H -1.24 -1.41 0.63
*
```

Summary:
Calculated total energy   -10809.2151 eV
E_LUMO   0.8138 eV
HOMO energy   -0.2918 Eh
ΔE to the lowest compared entry with this formula, charge and spin   74.87 kcal per mole
SMILES string   N[C@@H]1O[C@@]2(N)C[C@@]12N
HOMO-LUMO gap   8.75 eV

***

No. 6
Entry from the OMol25 dataset: a 2-piece molecular cluster, C5H11NO2 overall (ωB97M-V/def2-TZVPD).

The geometry in ORCA input format:
```
! wB97M-V def2-TZVPD RIJCOSX def2/J DEFGRID3
* xyz 0 1
O 0.16 -0.36 -2.98
C -0.20 0.39 -2.10
N -0.79 0.00 -0.94
C -0.75 -1.38 -0.50
C -0.57 -1.30 1.02
C -0.34 0.17 1.38
C -0.97 0.91 0.18
H -0.09 1.47 -2.18
H -0.01 -1.90 -1.10
H -1.69 -1.89 -0.69
H 0.17 -1.97 1.45
H -1.41 -1.71 1.58
H -0.99 0.50 2.19
H 0.69 0.43 1.59
H -2.03 1.08 0.36
H -0.54 1.89 -0.03
O 3.33 1.55 0.27
H 2.51 1.42 -0.21
H 3.51 0.71 0.71
*
```

Summary:
Calculated total energy   -10948.3388 eV
E_LUMO   0.5967 eV
HOMO energy   -0.3507 Eh
ΔE to the lowest compared entry with this formula, charge and spin   21.40 kcal per mole
SMILES string   O=CN1CCCC1.O
HOMO-LUMO gap   10.14 eV